The following is a quantum chemistry calculation of a 13-piece molecular cluster, C78H195N13 overall in a non-equilibrium geometry, from the OMol25 dataset.

Element x y z (Å)
C 5.8035 -6.2840 -3.6246
C 4.6566 -5.4825 -3.1101
N 3.7483 -5.0201 -4.2198
C 3.4936 -6.0116 -5.3310
C 2.9832 -7.4046 -4.8573
C 2.4414 -4.4831 -3.8286
C 2.5053 -3.3703 -2.8173
H 6.5697 -5.7724 -4.2070
H 5.5628 -7.2069 -4.1524
H 6.3796 -6.7093 -2.8028
H 4.0802 -6.1087 -2.4291
H 4.9573 -4.6881 -2.4270
H 2.7778 -5.5679 -6.0229
H 4.4154 -6.1173 -5.9030
H 3.6593 -7.8819 -4.1480
H 2.0417 -7.3221 -4.3144
H 2.7936 -8.1245 -5.6534
H 1.7566 -5.2325 -3.4315
H 1.9271 -3.9927 -4.6551
H 2.7817 -3.7150 -1.8209
H 1.4983 -2.9543 -2.8475
H 3.0897 -2.5047 -3.1295
C 2.9154 2.1092 3.8281
C 3.6063 3.1889 4.7428
N 3.0636 4.5272 4.5651
C 1.6445 4.7684 4.9163
C 1.3533 4.4271 6.4225
C 3.1956 4.9195 3.2191
C 3.3687 6.4456 3.1664
H 2.9983 2.2771 2.7543
H 1.8437 2.0116 4.0015
H 3.3570 1.1515 4.1034
H 3.3583 2.7452 5.7070
H 4.6857 3.1794 4.5911
H 1.2530 5.7693 4.7346
H 0.9974 4.0982 4.3505
H 1.3632 3.3450 6.5529
H 1.9939 5.0873 7.0073
H 0.3122 4.7305 6.5328
H 2.3108 4.6685 2.6340
H 3.9665 4.3493 2.7009
H 3.8723 6.8247 4.0558
H 2.3690 6.8612 3.2928
H 3.8836 6.7378 2.2512
C 2.3477 -0.2321 1.4138
C 1.3442 0.5098 0.5387
N 0.0461 -0.1998 0.2756
C -0.7548 -0.5455 1.4754
C -1.4217 0.8109 1.9925
C 0.1854 -1.2945 -0.7260
C -0.0174 -0.6910 -2.2106
H 1.9783 -0.4335 2.4194
H 3.2618 0.3240 1.6216
H 2.7508 -1.0962 0.8857
H 1.0578 1.4449 1.0199
H 1.6762 0.8871 -0.4285
H -1.5430 -1.2479 1.2043
H -0.1856 -1.0717 2.2418
H -2.2687 0.6324 2.6549
H -0.6070 1.4314 2.3656
H -1.7895 1.3341 1.1098
H -0.5636 -2.0835 -0.6583
H 1.0698 -1.9300 -0.6803
H -0.5298 -1.4539 -2.7968
H 0.8998 -0.3318 -2.6773
H -0.7199 0.1249 -2.3811
C 6.0275 -0.1245 5.1869
C 6.0019 0.0164 6.6977
N 5.3189 1.3349 7.1137
C 6.3833 2.3682 7.1230
C 7.4743 2.2764 8.2005
C 4.6084 1.4113 8.4138
C 3.2606 0.7435 8.2217
H 6.6436 0.6680 4.7619
H 5.0495 -0.2150 4.7141
H 6.4732 -1.0793 4.9080
H 5.3700 -0.7607 7.1277
H 6.9923 -0.0626 7.1458
H 5.8746 3.3259 7.2331
H 6.8839 2.3480 6.1549
H 7.0804 2.1000 9.2014
H 7.9772 3.2351 8.0739
H 8.1864 1.4872 7.9594
H 5.1814 1.0346 9.2610
H 4.4683 2.4319 8.7700
H 3.3073 -0.3066 7.9333
H 2.5684 0.9022 9.0487
H 2.7556 1.1541 7.3473
C 2.7667 -0.0946 -8.4081
C 1.3496 0.3500 -8.5671
N 0.7992 1.1809 -7.4451
C 1.3654 2.5107 -7.3613
C 0.3209 3.4169 -6.6066
C 0.8646 0.4719 -6.1853
C 0.1300 -0.8773 -6.2641
H 2.8375 -0.8891 -7.6652
H 3.4930 0.6645 -8.1177
H 2.9093 -0.5659 -9.3805
H 1.2662 0.9518 -9.4721
H 0.7650 -0.5391 -8.8032
H 2.3788 2.4374 -6.9666
H 1.6627 2.8840 -8.3413
H -0.6161 3.5893 -7.1361
H 0.0935 3.1676 -5.5701
H 0.6670 4.4504 -6.6017
H 0.1901 1.0658 -5.5687
H 1.7980 0.3380 -5.6385
H 0.9539 -1.5742 -6.4179
H -0.5712 -1.0263 -7.0852
H -0.3636 -1.1245 -5.3242
C -4.9834 -3.9780 0.6680
C -4.6750 -4.6589 1.9943
N -3.7266 -3.8775 2.8147
C -4.0923 -2.5013 3.0757
C -5.5416 -2.3223 3.6878
C -3.4106 -4.4574 4.1360
C -2.6714 -5.7785 3.9921
H -5.7860 -3.2512 0.7933
H -5.5221 -4.6578 0.0080
H -4.1680 -3.5218 0.1067
H -5.6780 -4.8081 2.3940
H -4.2182 -5.6341 1.8253
H -3.3055 -1.9381 3.5775
H -3.9806 -2.1261 2.0585
H -5.7267 -2.9754 4.5406
H -5.6832 -1.2823 3.9816
H -6.2524 -2.6805 2.9431
H -4.2958 -4.6401 4.7451
H -2.7803 -3.8277 4.7639
H -3.1677 -6.5600 3.4167
H -2.5252 -6.1869 4.9921
H -1.7346 -5.6650 3.4466
C 4.4818 -0.1616 -1.7139
C 5.8661 0.2871 -2.2966
N 6.9731 -0.4681 -1.6484
C 8.1517 -0.5292 -2.5764
C 7.9685 -1.7893 -3.4625
C 7.3309 0.2707 -0.4426
C 8.0922 -0.5679 0.5088
H 4.5245 -1.2486 -1.6449
H 3.6861 0.2417 -2.3401
H 4.3238 0.3394 -0.7588
H 5.8770 0.1329 -3.3756
H 5.8999 1.3665 -2.1491
H 8.2816 0.3800 -3.1635
H 9.1474 -0.6934 -2.1645
H 7.1571 -1.6251 -4.1715
H 8.8347 -2.0468 -4.0720
H 7.8624 -2.6439 -2.7943
H 6.4271 0.7010 -0.0111
H 8.0154 1.0824 -0.6886
H 8.2597 0.1191 1.3382
H 9.0657 -0.8640 0.1179
H 7.6133 -1.4406 0.9529
C 3.8267 -3.2916 4.3619
C 3.0864 -3.2612 5.6127
N 1.5154 -3.2860 5.4161
C 0.9551 -2.2633 4.5202
C 1.3871 -0.8402 4.9017
C 0.9297 -4.5260 5.1278
C 0.7382 -5.3340 6.3893
H 4.8876 -3.2681 4.6108
H 3.7299 -2.3981 3.7452
H 3.5671 -4.1129 3.6939
H 3.4584 -4.1529 6.1172
H 3.2704 -2.3090 6.1103
H -0.1293 -2.3466 4.5915
H 1.3046 -2.4812 3.5110
H 0.7863 -0.1252 4.3396
H 2.4116 -0.5068 4.7357
H 1.0243 -0.5700 5.8934
H -0.0640 -4.4396 4.6883
H 1.4818 -5.0885 4.3749
H -0.0458 -4.8148 6.9406
H 0.3691 -6.3137 6.0859
H 1.5177 -5.4632 7.1401
C 1.6891 3.1553 -2.8475
C 0.5032 4.2231 -2.8589
N -0.1734 4.4035 -1.5805
C -0.9055 3.2545 -1.0460
C -2.0072 2.7405 -2.0372
C 0.6445 5.1774 -0.6321
C -0.0117 5.4782 0.7026
H 1.4387 2.0945 -2.8638
H 2.3982 3.3120 -2.0347
H 2.2892 3.1437 -3.7574
H 1.0890 5.1231 -3.0454
H -0.1771 3.9838 -3.6762
H -0.1940 2.4643 -0.8060
H -1.4492 3.5054 -0.1352
H -1.7591 2.1925 -2.9462
H -2.6793 2.0817 -1.4873
H -2.5994 3.6042 -2.3396
H 0.8574 6.1447 -1.0872
H 1.5399 4.6103 -0.3775
H -0.2002 4.5657 1.2682
H -1.0202 5.8471 0.5159
H 0.4331 6.2498 1.3309
C -2.7542 -3.4976 -5.5774
C -3.1188 -4.9740 -5.8136
N -2.7112 -5.4414 -7.0892
C -3.5233 -4.7572 -8.1432
C -2.8580 -4.8205 -9.5031
C -2.8587 -6.9194 -7.2251
C -1.8202 -7.5955 -6.3348
H -1.7058 -3.2579 -5.7548
H -2.9272 -3.3303 -4.5143
H -3.2540 -2.7156 -6.1491
H -2.5955 -5.4336 -4.9752
H -4.1905 -5.0671 -5.6378
H -4.5540 -5.0950 -8.2511
H -3.5482 -3.6794 -7.9824
H -3.3422 -4.1166 -10.1799
H -1.7931 -4.6010 -9.4261
H -2.9118 -5.7156 -10.1228
H -2.7499 -7.1697 -8.2804
H -3.8929 -7.1580 -6.9771
H -2.1287 -7.5826 -5.2894
H -0.8868 -7.0576 -6.5010
H -1.8758 -8.6238 -6.6920
C -7.7225 5.1863 2.0370
C -7.3013 4.3731 0.7813
N -6.0571 3.7327 1.0796
C -5.8355 2.5347 0.2772
C -4.6501 1.6604 0.6389
C -4.8952 4.6927 1.1449
C -4.5923 5.4325 -0.1712
H -7.6099 4.5980 2.9476
H -8.7283 5.5410 1.8118
H -7.1633 6.1212 2.0012
H -8.0516 3.6386 0.4885
H -7.2903 5.0921 -0.0379
H -6.7303 1.9275 0.4140
H -5.7433 2.6933 -0.7972
H -4.5528 0.8212 -0.0499
H -3.6911 2.1781 0.6173
H -4.6531 1.2913 1.6644
H -3.9494 4.2412 1.4444
H -5.2338 5.3141 1.9740
H -3.8321 4.9743 -0.8038
H -4.2126 6.4195 0.0930
H -5.4838 5.7172 -0.7301
C -2.2345 0.7330 6.3867
C -3.1382 1.8137 6.6732
N -3.4878 2.5257 5.4114
C -2.4148 3.5385 5.1764
C -2.1982 4.0744 3.8090
C -4.8106 3.0073 5.3583
C -6.0450 2.0085 5.4128
H -2.7596 -0.2035 6.1983
H -1.5665 0.5161 7.2202
H -1.5933 0.9186 5.5250
H -4.0068 1.4787 7.2402
H -2.6547 2.6255 7.2167
H -1.4377 3.1402 5.4497
H -2.5885 4.2922 5.9445
H -2.9891 4.7569 3.4976
H -2.4432 3.3504 3.0319
H -1.3075 4.6585 3.5777
H -4.9742 3.8363 6.0469
H -4.9380 3.5338 4.4125
H -5.9146 1.2079 4.6848
H -6.2388 1.4990 6.3567
H -6.9991 2.4798 5.1766
C -4.8778 -0.5171 -5.1087
C -5.3996 0.6581 -4.2650
N -6.0706 1.7447 -4.9286
C -5.5145 2.2803 -6.1831
C -4.1145 2.8533 -5.9852
C -6.6242 2.6640 -3.9154
C -7.8837 3.5558 -4.3491
H -3.9070 -0.2204 -5.5058
H -5.4652 -0.5024 -6.0267
H -4.8707 -1.5086 -4.6559
H -6.1147 0.2623 -3.5438
H -4.5192 1.0376 -3.7463
H -5.4554 1.4985 -6.9403
H -6.1811 3.0358 -6.5990
H -4.2550 3.6246 -5.2279
H -3.3736 2.0929 -5.7384
H -3.8148 3.3844 -6.8887
H -5.8675 3.3281 -3.4978
H -6.9993 2.1267 -3.0444
H -8.1836 4.2779 -3.5897
H -8.6191 2.8031 -4.6335
H -7.5960 4.2481 -5.1402

maximum force	0.066	Eh/bohr
charge	0
total energy	-3800.22308	hartree
relative energy (zero: lowest compared OMol25 entry of this formula, charge and spin)	856.8	kJ/mol